(1)
Below is a cluster of 7 separate species, C30H50BO20S in total, with properties calculated with ωB97M-V with the def2-TZVPD basis set.

```
102
Properties=species:S:1:pos:R:3:forces:R:3:mulliken_charge:R:1
C -3.660227 0.723046 -0.119636 -0.4790 0.3254 0.3417 -1.059
C -3.819980 0.778230 1.418106 -0.5369 -0.3127 -0.3143 -0.506
C -3.286649 -0.468217 2.132406 0.6060 0.0178 -0.3848 -1.221
C -1.816184 -0.394622 2.579181 -0.3608 0.0635 0.6097 1.867
C -1.421655 0.826199 3.432540 0.5589 -0.0033 0.1384 -0.418
C -0.043788 1.382445 3.011741 -0.4820 0.5969 0.2269 -0.504
C -0.113857 2.309983 1.760600 0.2490 -1.2083 0.3594 -0.915
B 1.061577 2.051870 0.622995 0.1078 0.7104 0.3952 1.178
O 1.708597 0.688878 0.674836 -0.5134 -0.9804 -0.0712 -0.765
C 1.533481 0.134455 -0.619519 0.2433 1.0181 0.1660 -0.283
C 0.206164 0.769113 -1.034837 -0.3141 -0.3676 0.3785 1.877
C -0.407643 0.406755 -2.380304 0.1799 0.6310 0.0686 -0.388
S 0.745114 0.560000 -3.788258 -0.0829 -0.1207 -0.0876 -0.150
C -0.315164 -0.122513 -5.113017 -0.1976 0.3096 0.2828 -0.328
C -0.412089 0.799201 -6.330207 -0.2572 -0.3323 0.4016 -1.141
O 0.389844 2.121199 -0.744597 0.5175 -0.1199 -0.3420 -0.709
H -4.612415 0.449161 -0.581953 0.0861 -0.1613 -0.0379 0.488
H -2.913604 0.001113 -0.446301 0.1964 0.1428 0.0170 -0.065
H -3.422274 1.721195 -0.487314 0.2649 -0.1376 -0.2082 0.331
H -3.380886 1.705547 1.780645 0.1823 -0.1328 0.1921 0.292
H -4.893856 0.848922 1.633034 0.0350 0.1277 -0.0075 0.483
H -3.898235 -0.764807 2.988027 -0.0592 0.2125 0.0817 0.390
H -3.365892 -1.299334 1.418659 -0.1337 -0.0699 0.1120 0.294
H -1.115005 -0.474703 1.746446 -0.1703 0.1996 -0.2274 -1.572
H -1.637867 -1.277298 3.203174 -0.0244 0.0894 -0.3485 0.422
H -1.365042 0.511564 4.480251 -0.2810 0.1772 -0.2254 -0.411
H -2.138658 1.649565 3.390130 -0.1404 -0.0546 -0.1272 0.873
H 0.645769 0.544012 2.878960 0.0813 0.0249 -0.1846 0.127
H 0.330171 1.982652 3.851632 0.1728 -0.1120 0.0394 0.675
H -1.083972 2.128441 1.272415 0.0068 0.1053 -0.0244 -0.176
H -0.117938 3.337496 2.135351 -0.0558 0.0959 -0.2714 0.318
H 1.996827 2.823344 0.772904 -0.2189 0.4262 -0.1809 -0.528
H 2.341703 0.571501 -1.228680 -0.1630 -0.3263 -0.4955 0.060
H 1.588927 -0.955134 -0.676224 -0.1298 -0.0404 0.3193 0.144
H -0.539247 0.402126 -0.296994 -0.0048 -0.3643 -0.1074 -1.478
H -1.246694 1.082052 -2.567580 0.0085 0.0076 0.0179 0.629
H -0.792531 -0.608592 -2.317262 0.2106 0.0124 -0.2049 -0.256
H 0.025600 -1.130479 -5.350882 0.0741 0.0393 -0.1714 0.265
H -1.318670 -0.226004 -4.694429 0.0864 -0.0819 0.1001 0.244
H -0.848401 1.747917 -6.017861 0.1730 0.0925 -0.0079 0.355
H -1.115933 0.359596 -7.044221 0.2419 0.0089 -0.2415 0.339
H 0.559224 0.980118 -6.786254 -0.0356 0.0010 -0.1467 0.293
C 4.914477 0.730451 0.707757 -0.2628 -0.0806 -0.2162 0.662
C 5.098900 2.093399 1.329056 -0.2404 0.1175 -0.0681 -0.146
O 5.597607 1.760013 2.638596 0.1089 -0.1009 -0.0466 -0.390
C 6.169746 0.538466 2.575533 -0.0237 0.0327 -0.0807 0.557
O 6.824600 0.054286 3.448954 0.0184 -0.0111 0.0375 -0.582
O 5.913728 -0.057228 1.392732 0.0585 0.1348 0.0969 -0.427
H 5.096528 0.732426 -0.363472 0.1631 -0.1313 0.0269 0.158
H 3.925529 0.310413 0.898995 -0.0213 0.1352 0.0754 -0.340
H 5.852179 2.693709 0.810387 0.0430 -0.0328 0.0738 0.279
H 4.171275 2.656890 1.391138 -0.0192 -0.0688 0.1467 0.149
C 5.465082 3.662176 -3.480082 0.1029 0.0343 -0.0979 -0.382
C 4.559279 2.448917 -3.463333 -0.0531 -0.1208 -0.1741 -0.324
O 4.070618 2.454738 -2.124422 0.1793 0.0668 -0.0026 -0.134
C 4.148411 3.722122 -1.642531 -0.3428 -0.1219 0.0420 0.517
O 3.654372 4.084413 -0.631702 0.3975 0.2812 -0.1062 -0.450
O 4.868348 4.507953 -2.495928 0.0176 -0.0808 -0.0556 -0.385
H 5.493251 4.163504 -4.445054 -0.0724 0.1186 0.0746 0.310
H 6.485687 3.424739 -3.169303 -0.0198 -0.0207 0.0162 0.251
H 3.712937 2.544131 -4.146538 -0.0128 0.0186 0.0299 0.239
H 5.083459 1.519075 -3.672938 -0.0471 -0.0428 0.1495 0.314
C -0.398493 -3.149838 0.357634 0.1495 -0.0005 0.3650 0.682
C -1.357770 -4.314191 0.253564 0.0403 -0.0887 0.1400 -0.461
O -2.174832 -3.938505 -0.865968 0.0412 -0.0112 -0.0603 -0.376
C -1.467894 -3.063420 -1.621139 0.0827 0.2341 0.1223 0.555
O -1.802005 -2.650523 -2.687036 -0.2303 -0.2622 -0.2086 -0.558
O -0.337773 -2.690863 -0.997199 -0.0308 -0.1672 -0.0870 -0.264
H 0.588665 -3.433422 0.711026 0.0526 0.0909 -0.1200 0.343
H -0.777576 -2.344303 0.982784 -0.0024 -0.0095 0.0391 -0.551
H -0.852330 -5.254310 0.020383 -0.0140 0.0279 -0.0497 0.277
H -1.967887 -4.446785 1.143378 -0.1276 0.0735 -0.0966 0.341
C 1.500836 -0.670567 6.171543 0.1236 0.2080 0.1014 -0.391
C 0.032443 -0.844602 6.494502 -0.0649 0.0416 0.2123 -0.318
O -0.502414 -1.295682 5.250570 0.3384 -0.4681 0.2444 -0.128
C 0.502647 -1.857595 4.538808 0.1082 0.2681 0.0548 0.610
O 0.354433 -2.454791 3.524201 0.0641 -0.4071 -0.1181 -0.512
O 1.698427 -1.631001 5.131426 -0.1189 -0.0510 0.0085 -0.353
H 2.154442 -0.883004 7.014298 0.0541 -0.1466 -0.0966 0.323
H 1.729871 0.322315 5.780443 -0.0496 -0.0190 -0.0555 0.246
H -0.142044 -1.612447 7.251784 -0.0107 -0.0003 -0.0353 0.304
H -0.452685 0.078179 6.803233 -0.1081 0.0089 -0.1670 0.255
C -0.463881 -3.226507 -8.091499 -0.0612 -0.0307 0.2587 0.173
C -1.487568 -2.861545 -9.142077 -0.1900 -0.0245 0.0262 -0.384
O -0.705971 -2.126855 -10.088486 0.0237 -0.0534 0.0567 -0.336
C 0.588993 -2.509185 -9.954937 0.0759 -0.0040 -0.0226 0.667
O 1.459538 -2.213604 -10.706080 -0.0170 -0.0025 0.0006 -0.527
O 0.748430 -3.279466 -8.851857 -0.1063 0.0542 -0.0795 -0.343
H -0.660736 -4.185046 -7.618237 0.1636 -0.0463 -0.0650 0.321
H -0.364695 -2.460419 -7.320464 0.0039 0.0155 -0.0353 -0.140
H -1.908170 -3.738304 -9.639393 0.0403 -0.0034 -0.0015 0.276
H -2.297554 -2.248121 -8.755424 0.0740 0.1330 -0.0963 0.317
C -5.871775 0.635338 6.412958 -0.1254 0.1188 0.0334 -0.406
C -4.840968 0.830955 5.323700 -0.0173 0.1904 -0.1933 -0.214
O -3.773298 -0.012346 5.761621 -0.0686 -0.0942 0.1526 -0.119
C -4.286804 -0.964626 6.573035 0.0483 -0.0034 -0.0655 0.551
O -3.693113 -1.912332 6.972099 0.0089 0.0178 0.0534 -0.520
O -5.582923 -0.686745 6.875783 0.0356 0.0331 -0.0403 -0.375
H -6.895480 0.697504 6.051587 -0.0054 -0.1655 0.0375 0.325
H -5.741154 1.333503 7.242796 0.0297 -0.0111 -0.0103 0.249
H -5.186113 0.483584 4.348369 0.0046 -0.0135 0.0204 0.179
H -4.499470 1.858989 5.232723 0.1700 -0.0693 0.0252 0.336
```
Forces are in eV/Å.

* 2S+1: 1
* highest occupied orbital energy: -4.104 eV
* gap between HOMO and LUMO: 6.133 eV
* LUMO level: 2.029 eV
* total charge: -1

(2)
Below is a cluster of 3 separate species, C8H10ClN2 in total, with properties calculated with ωB97M-V with the def2-TZVPD basis set.

```
21
Properties=species:S:1:pos:R:3:forces:R:3:lowdin_spin:R:1
Cl -22.664053 2.075870 -14.071280 -0.1108 -0.0765 0.3500 0.001
N -21.010664 1.300468 -11.012679 0.7706 -0.3413 1.4209 0.000
C -20.113177 2.112811 -10.346061 0.5463 0.9917 -1.3524 0.006
C -19.215954 1.356604 -9.599573 -1.6950 1.3289 0.1850 0.016
C -19.787955 0.101544 -9.626771 -0.2378 -2.7557 0.1960 0.014
C -20.814570 0.041707 -10.542906 0.1043 -0.0607 0.4661 0.005
H -21.701717 1.476672 -11.727868 -0.0035 0.8660 -0.5092 0.000
H -20.110613 3.176894 -10.530811 0.0739 -0.0982 -0.2443 0.002
H -18.374352 1.668539 -8.998905 -0.2064 0.2346 -0.1022 0.010
H -19.579100 -0.718124 -8.955248 0.4947 -0.2130 -0.2736 0.004
H -21.419802 -0.796385 -10.855466 0.0427 0.1582 -0.0120 0.002
N -16.783156 1.279944 -14.877124 -1.2464 -0.7328 -0.6614 0.065
C -18.151066 1.278456 -15.104602 0.3257 0.7959 1.0271 0.116
C -18.778048 1.303337 -13.843460 -0.4282 -0.4286 -2.2939 0.002
C -17.770671 1.149274 -12.921064 1.8730 0.3287 1.5117 0.014
C -16.542079 1.136030 -13.567850 -0.5759 -0.5386 0.8487 0.353
H -16.117201 1.119504 -15.619327 0.4447 0.0886 -0.1177 0.211
H -18.488028 1.340423 -16.128817 -0.2075 0.0655 0.1875 0.034
H -19.831745 1.347338 -13.610691 -0.0325 0.0858 -0.3332 0.001
H -17.903598 1.103622 -11.850246 -0.0551 -0.1268 -0.0767 0.007
H -15.591595 0.879889 -13.123599 0.1232 0.4282 -0.2166 0.136
```
Forces are in eV/Å.

* 2S+1: 2
* highest occupied orbital energy (spin up / spin down): 3.487 / -1.489 eV
* gap between HOMO and LUMO (spin up / spin down): 2.298 / 7.104 eV
* LUMO level (spin up / spin down): 5.785 / 5.616 eV
* total charge: -2

Per-record max |F|, hartree/bohr: 0.025; 0.054
Per-record DFT total energy, eV: -84385.6053; -23958.7735
Per-record M, g/mol: 773.6; 169.6